Record 1
# C24H49AlBrFIO12

C24H49AlBrFIO12 as an isolated structure (wB97M-V/def2-TZVPD, the OMol25 dataset).

Its net charge is -1. For the frontier orbital gap, the calculation gives 6.7457 eV.

Last column: Löwdin charge in e.
Geometry (Å):
1 F -3.256 -0.489 -4.383  -0.40
2 Al -2.152 0.850 -5.000  -0.55
3 Br -1.733 2.420 -3.196  0.09
4 I 0.038 -0.249 -5.864  0.19
5 H -2.801 1.660 -6.193  -0.13
6 O 0.981 3.114 -1.519  0.06
7 C 0.905 2.350 -0.597  -0.55
8 O -0.046 2.517 0.339  -0.01
9 C -0.339 1.557 1.356  -0.22
10 C 0.573 1.725 2.551  -0.08
11 C 1.912 1.244 -0.424  0.00
12 H -0.318 0.542 0.952  0.11
13 H -1.370 1.747 1.661  0.12
14 H 1.621 1.556 2.284  0.07
15 H 0.301 1.027 3.343  0.07
16 H 0.509 2.730 2.935  0.06
17 H 2.792 1.639 0.082  0.08
18 H 2.199 0.881 -1.409  0.10
19 H 1.530 0.382 0.123  0.07
20 O -1.033 2.960 4.147  0.09
21 C -1.785 2.470 4.944  -0.50
22 O -1.868 1.132 5.051  0.00
23 C -2.581 0.455 6.090  -0.24
24 C -4.047 0.307 5.741  -0.06
25 C -2.704 3.331 5.772  0.02
26 H -2.426 0.944 7.054  0.11
27 H -2.129 -0.536 6.169  0.11
28 H -4.535 1.278 5.637  0.07
29 H -4.570 -0.263 6.511  0.08
30 H -4.160 -0.208 4.786  0.09
31 H -3.596 3.562 5.189  0.10
32 H -2.184 4.257 6.013  0.09
33 H -2.993 2.884 6.722  0.07
34 O 4.815 0.787 -0.923  0.10
35 C 5.036 -0.064 -0.105  -0.54
36 O 5.194 0.269 1.188  0.00
37 C 5.270 -0.682 2.257  -0.23
38 C 6.685 -1.193 2.430  -0.07
39 C 5.221 -1.501 -0.520  0.01
40 H 4.547 -1.488 2.118  0.12
41 H 4.969 -0.150 3.160  0.12
42 H 7.033 -1.722 1.540  0.06
43 H 6.748 -1.872 3.283  0.08
44 H 7.372 -0.361 2.593  0.08
45 H 6.253 -1.649 -0.839  0.09
46 H 4.554 -1.706 -1.357  0.10
47 H 4.971 -2.221 0.257  0.07
48 O 2.642 -2.093 -7.703  0.07
49 C 2.929 -1.480 -8.693  -0.55
50 O 3.826 -0.480 -8.629  0.00
51 C 4.372 0.181 -9.771  -0.24
52 C 3.467 1.304 -10.238  -0.07
53 C 2.235 -1.759 -10.000  0.01
54 H 4.599 -0.532 -10.566  0.11
55 H 5.327 0.600 -9.449  0.12
56 H 2.493 0.929 -10.555  0.07
57 H 3.921 1.842 -11.073  0.08
58 H 3.286 2.008 -9.424  0.09
59 H 1.293 -1.211 -10.026  0.10
60 H 2.029 -2.828 -10.060  0.09
61 H 2.829 -1.511 -10.879  0.06
62 O -9.804 -0.135 -4.255  0.08
63 C -8.692 0.106 -3.854  -0.54
64 O -7.704 -0.774 -4.043  0.00
65 C -6.317 -0.497 -3.774  -0.22
66 C -5.988 -0.749 -2.319  -0.06
67 C -8.412 1.358 -3.064  0.00
68 H -6.047 0.510 -4.095  0.12
69 H -5.740 -1.183 -4.393  0.12
70 H -6.555 -0.091 -1.657  0.06
71 H -4.924 -0.593 -2.137  0.08
72 H -6.246 -1.774 -2.044  0.08
73 H -8.667 1.183 -2.019  0.09
74 H -9.037 2.160 -3.457  0.09
75 H -7.384 1.706 -3.138  0.07
76 O 3.076 -0.982 5.531  0.11
77 C 2.322 -1.465 6.333  -0.53
78 O 2.238 -2.800 6.451  0.00
79 C 1.522 -3.469 7.494  -0.23
80 C 0.056 -3.618 7.145  -0.06
81 C 1.405 -0.599 7.157  0.02
82 H 1.676 -2.974 8.455  0.11
83 H 1.973 -4.459 7.581  0.12
84 H -0.431 -2.648 7.033  0.06
85 H -0.469 -4.182 7.918  0.08
86 H -0.056 -4.141 6.193  0.09
87 H 0.511 -0.371 6.575  0.08
88 H 1.925 0.329 7.394  0.09
89 H 1.119 -1.041 8.110  0.07

Record 2
# C24H49AsBF6NO10PtS5

C24H49AsBF6NO10PtS5 as an isolated structure (wB97M-V/def2-TZVPD, the OMol25 dataset).

As for the multiplicity: 3. For the frontier orbital gap (alpha / beta), the calculation gives 8.1502 / 6.2740 eV.

Last column: Löwdin spin population.
Geometry (Å):
1 Pt -8.461 5.340 17.647  1.62
2 B -9.070 7.360 18.523  0.05
3 H -8.003 7.342 18.683  0.01
4 H -9.573 8.184 19.005  0.02
5 H -9.280 7.505 17.474  0.01
6 H -9.502 6.452 18.914  0.02
7 As -7.149 7.568 14.801  0.01
8 F -6.620 8.807 13.560  0.00
9 F -8.762 8.340 14.843  0.00
10 F -7.723 6.285 15.904  0.06
11 F -5.590 6.689 14.793  0.00
12 F -6.719 8.650 16.146  0.00
13 F -7.684 6.531 13.432  0.01
14 C -3.012 5.835 19.377  0.00
15 C -2.648 6.780 18.129  0.00
16 C -3.927 7.013 17.311  0.00
17 S -4.777 5.299 17.369  0.00
18 O -4.357 4.534 16.178  0.00
19 O -6.169 5.455 17.700  0.04
20 C -3.762 4.626 18.789  0.00
21 H -3.786 6.305 19.984  0.00
22 H -2.171 5.549 20.009  0.00
23 H -1.914 6.278 17.499  0.00
24 H -2.142 7.673 18.497  0.00
25 H -3.696 7.300 16.285  0.00
26 H -4.597 7.748 17.755  0.00
27 H -3.032 3.978 18.304  0.00
28 H -4.346 4.015 19.477  0.00
29 C -11.234 6.609 13.235  0.00
30 C -12.380 7.327 14.033  0.00
31 C -12.368 6.933 15.544  0.00
32 S -11.532 5.266 15.561  0.01
33 O -12.473 4.164 15.895  0.00
34 O -10.208 5.360 16.262  0.07
35 C -11.201 5.190 13.787  0.01
36 H -10.278 6.992 13.591  0.00
37 H -11.278 6.833 12.169  0.00
38 H -13.353 7.226 13.553  0.00
39 H -12.344 8.409 13.902  0.00
40 H -13.351 6.712 15.959  0.00
41 H -11.765 7.584 16.177  0.00
42 H -11.994 4.583 13.350  0.00
43 H -10.299 4.600 13.622  0.00
44 C -7.118 5.060 10.709  0.00
45 C -6.307 6.301 10.483  0.00
46 C -7.308 7.429 10.107  0.00
47 S -8.781 6.517 9.342  0.00
48 O -8.893 6.849 7.896  0.00
49 O -9.890 6.609 10.277  0.00
50 C -8.083 4.828 9.506  0.00
51 H -7.657 5.081 11.656  0.00
52 H -6.414 4.232 10.796  0.00
53 H -5.591 6.108 9.684  0.00
54 H -5.683 6.480 11.358  0.00
55 H -6.957 8.150 9.368  0.00
56 H -7.727 7.887 11.003  0.00
57 H -7.630 4.698 8.523  0.00
58 H -8.904 4.117 9.603  0.00
59 C -5.394 2.180 13.847  0.00
60 C -5.870 0.904 14.499  0.00
61 C -6.628 1.267 15.812  0.00
62 S -7.811 2.586 15.331  0.01
63 O -7.928 3.543 16.489  0.02
64 O -8.993 2.044 14.708  0.00
65 C -6.536 3.215 13.912  0.00
66 H -5.139 1.976 12.807  0.00
67 H -4.484 2.516 14.344  0.00
68 H -5.092 0.193 14.778  0.00
69 H -6.488 0.303 13.832  0.00
70 H -5.988 1.762 16.542  0.00
71 H -7.161 0.511 16.389  0.00
72 H -6.057 4.110 14.309  0.00
73 H -7.253 3.429 13.118  0.00
74 C -8.099 10.872 11.275  0.00
75 C -7.150 11.880 11.932  0.00
76 C -7.834 12.616 13.095  0.00
77 S -9.545 12.038 13.236  0.00
78 O -10.382 12.934 12.463  0.00
79 O -9.800 11.627 14.627  0.00
80 C -9.222 10.520 12.197  0.00
81 H -7.630 9.947 10.939  0.00
82 H -8.557 11.302 10.385  0.00
83 H -6.770 12.588 11.196  0.00
84 H -6.331 11.231 12.239  0.00
85 H -7.788 13.703 13.159  0.00
86 H -7.470 12.092 13.978  0.00
87 H -10.114 10.178 11.672  0.00
88 H -8.913 9.793 12.948  0.00
89 N -2.694 6.992 12.806  0.00
90 C -3.459 5.786 12.662  0.00
91 C -2.734 4.947 11.724  0.00
92 C -1.655 5.733 11.319  0.00
93 C -1.675 6.966 11.913  0.00
94 H -2.791 7.783 13.425  0.00
95 H -4.384 5.613 13.191  0.00
96 H -2.988 3.927 11.476  0.00
97 H -1.056 5.444 10.469  0.00
98 H -1.032 7.829 11.836  0.00

Record 3
# C24H49ClHoP2S

C24H49ClHoP2S as an isolated structure (wB97M-V/def2-TZVPD, the OMol25 dataset).

As for the multiplicity: 5. Its net charge is -1. For the frontier orbital gap (alpha / beta), the calculation gives 6.2720 / 6.3065 eV.

Last column: Löwdin spin population.
Geometry (Å):
1 Ho 0.244 -0.056 -0.591  4.03
2 Cl 0.067 0.105 -3.099  -0.01
3 P -0.145 -2.745 -0.912  0.00
4 C 0.879 -3.489 -2.271  0.00
5 C 0.115 -3.772 0.605  0.00
6 C -1.895 -2.859 -1.491  0.00
7 C 2.245 -2.795 -2.383  0.00
8 H 0.290 -3.246 -3.174  0.00
9 C 1.048 -5.005 -2.177  0.00
10 H 1.700 -5.286 -1.340  0.00
11 H 1.533 -5.346 -3.102  0.00
12 H 0.098 -5.542 -2.085  0.00
13 H 2.142 -1.750 -2.697  0.00
14 H 2.848 -3.318 -3.138  0.00
15 H 2.795 -2.813 -1.434  0.00
16 H -1.857 -2.272 -2.428  0.00
17 C -2.890 -2.166 -0.538  0.00
18 C -2.290 -4.297 -1.824  0.00
19 H -1.753 -4.675 -2.700  0.00
20 H -3.363 -4.322 -2.060  0.00
21 H -2.118 -4.977 -0.977  0.00
22 H -2.425 -1.481 0.187  0.00
23 H -3.477 -2.906 0.026  0.00
24 H -3.589 -1.558 -1.131  0.00
25 C 1.518 -3.485 1.163  0.00
26 H 0.054 -4.812 0.248  0.00
27 C -0.950 -3.536 1.680  0.00
28 H 2.320 -3.798 0.480  0.00
29 H 1.643 -4.037 2.104  0.00
30 H 1.651 -2.413 1.386  0.00
31 H -1.040 -2.470 1.944  0.00
32 H -0.649 -4.063 2.594  0.00
33 H -1.937 -3.915 1.386  0.00
34 H 2.099 -0.423 -0.603  -0.01
35 H -1.441 0.690 -0.121  -0.01
36 P 0.658 2.967 -0.834  0.00
37 C -0.524 3.702 -2.045  0.00
38 C 0.545 3.921 0.733  0.00
39 C 2.324 3.052 -1.606  0.00
40 C -1.875 2.974 -2.007  0.00
41 H -0.039 3.491 -3.015  0.00
42 C -0.694 5.210 -1.880  0.00
43 H -1.257 5.454 -0.971  0.00
44 H -1.272 5.575 -2.738  0.00
45 H 0.258 5.751 -1.867  0.00
46 H -1.785 1.946 -2.376  0.00
47 H -2.582 3.510 -2.653  0.00
48 H -2.293 2.936 -0.994  0.00
49 H 2.168 2.505 -2.555  0.00
50 C 3.403 2.301 -0.798  0.00
51 C 2.690 4.503 -1.919  0.00
52 H 2.055 4.920 -2.708  0.00
53 H 3.727 4.536 -2.276  0.00
54 H 2.620 5.143 -1.028  0.00
55 H 3.014 1.770 0.082  0.00
56 H 4.187 2.994 -0.459  0.00
57 H 3.871 1.537 -1.432  0.00
58 C -0.812 3.660 1.405  0.00
59 H 0.609 4.969 0.401  0.00
60 C 1.692 3.615 1.693  0.00
61 H -1.650 4.125 0.866  0.00
62 H -0.790 4.079 2.419  0.00
63 H -1.016 2.584 1.499  0.00
64 H 1.667 2.563 2.015  0.00
65 H 1.562 4.235 2.589  0.00
66 H 2.678 3.838 1.267  0.00
67 S 0.797 0.166 2.080  0.00
68 C -0.455 -0.195 3.189  0.00
69 C -0.083 -0.768 4.428  0.00
70 C -1.041 -1.037 5.396  0.00
71 C -2.393 -0.749 5.145  0.00
72 C -2.773 -0.194 3.921  0.00
73 C -1.820 0.086 2.943  0.00
74 H 0.971 -0.976 4.595  0.00
75 H -0.736 -1.466 6.347  0.00
76 H -3.145 -0.957 5.908  0.00
77 H -3.824 0.030 3.723  0.00
78 H -2.108 0.530 1.991  0.00

Record 4
# C24H50Cl2N2O2P

A 3-piece molecular cluster, C24H50Cl2N2O2P overall (wB97M-V/def2-TZVPD, the OMol25 dataset).

As for the multiplicity: 3. Its net charge is +1. For the frontier orbital gap (alpha / beta), the calculation gives 6.3318 / 7.4439 eV.

Last column: Löwdin spin population.
Geometry (Å):
1 C 5.954 4.574 3.376  0.00
2 C 5.625 5.521 2.218  0.00
3 C 4.649 6.670 2.525  0.00
4 P 3.156 6.240 3.436  0.00
5 Cl 3.201 7.112 5.210  0.00
6 C 1.666 6.736 2.571  0.00
7 C 1.086 5.534 1.801  0.00
8 C -0.295 5.831 1.251  0.00
9 Cl -1.489 5.899 2.564  0.00
10 H 6.752 4.979 3.991  0.00
11 H 6.327 3.638 2.966  0.00
12 H 5.100 4.309 3.996  0.00
13 H 6.558 6.002 1.929  0.00
14 H 5.293 4.971 1.340  0.00
15 H 5.127 7.494 3.052  0.00
16 H 4.269 7.082 1.588  0.00
17 H 3.056 4.870 3.662  0.00
18 H 1.940 7.539 1.886  0.00
19 H 0.946 7.139 3.281  0.00
20 H 1.027 4.676 2.471  0.00
21 H 1.738 5.249 0.973  0.00
22 H -0.578 5.021 0.587  0.00
23 H -0.330 6.767 0.696  0.00
24 C 1.561 -0.051 1.907  0.00
25 C 0.368 0.880 1.600  0.03
26 C -0.909 0.067 1.378  0.02
27 C -0.929 -0.686 0.051  0.00
28 C -0.642 0.252 -1.119  0.02
29 C 0.643 1.061 -0.949  0.03
30 N 0.637 1.728 0.393  0.40
31 O -0.076 2.796 0.390  0.50
32 C 1.871 0.154 -1.119  0.00
33 C 0.739 2.127 -2.032  0.00
34 C 0.190 1.795 2.806  0.00
35 H 1.660 -0.185 2.984  0.00
36 H 1.445 -1.045 1.481  0.00
37 H 2.499 0.370 1.547  0.00
38 H -1.770 0.743 1.413  0.00
39 H -1.027 -0.630 2.210  0.00
40 H -0.209 -1.507 0.063  0.00
41 H -1.904 -1.152 -0.087  0.00
42 H -0.577 -0.322 -2.046  0.00
43 H -1.486 0.940 -1.236  0.00
44 H 2.789 0.695 -0.885  0.00
45 H 1.932 -0.170 -2.157  0.00
46 H 1.840 -0.746 -0.513  0.00
47 H -0.142 2.766 -2.058  0.00
48 H 0.829 1.639 -3.001  0.00
49 H 1.618 2.758 -1.885  0.00
50 H 1.083 2.408 2.962  0.00
51 H 0.040 1.182 3.693  0.00
52 H -0.670 2.453 2.703  0.00
53 C -1.581 -6.928 -2.882  0.00
54 C -2.077 -6.181 -1.625  0.03
55 C -3.481 -6.650 -1.238  0.02
56 C -4.576 -6.153 -2.182  0.00
57 C -4.513 -4.635 -2.343  0.02
58 C -3.129 -4.133 -2.757  0.03
59 N -2.089 -4.700 -1.844  0.38
60 O -2.013 -4.044 -0.743  0.52
61 C -2.852 -4.496 -4.225  0.00
62 C -3.071 -2.617 -2.663  0.00
63 C -1.101 -6.498 -0.500  0.00
64 H -1.020 -7.814 -2.591  0.00
65 H -2.391 -7.270 -3.524  0.00
66 H -0.913 -6.306 -3.476  0.00
67 H -3.705 -6.300 -0.226  0.00
68 H -3.482 -7.741 -1.199  0.00
69 H -4.495 -6.642 -3.156  0.00
70 H -5.552 -6.435 -1.784  0.00
71 H -5.243 -4.299 -3.082  0.00
72 H -4.790 -4.168 -1.393  0.00
73 H -1.825 -4.246 -4.496  0.00
74 H -3.517 -3.920 -4.867  0.00
75 H -3.021 -5.543 -4.457  0.00
76 H -3.353 -2.257 -1.677  0.00
77 H -3.757 -2.172 -3.384  0.00
78 H -2.065 -2.255 -2.885  0.00
79 H -0.099 -6.139 -0.739  0.00
80 H -1.058 -7.579 -0.370  0.00
81 H -1.408 -6.057 0.445  0.00